Record 1
Entry from the OMol25 dataset: a structure of composition C29H42N3PdS2SbSi3 (ωB97M-V/def2-TZVPD).

Calculated values
- multiplicity = 1
- HOMO-LUMO gap (eV) = 7.0732
- HOMO (eV) = -7.45

Geometry (Å):
Pd -1.46 0.36 -1.65
C 1.50 -2.92 -1.11
Sb -0.13 -1.62 -0.60
C 0.57 0.25 -1.39
C 1.15 1.40 -0.64
C 2.53 1.63 -0.62
C 3.05 2.72 0.03
C 2.19 3.58 0.69
C 0.84 3.29 0.64
N 0.32 2.24 -0.01
Si 1.26 0.00 -3.16
C 1.15 1.61 -4.10
C 3.07 -0.53 -3.31
C 0.24 -1.28 -4.09
C -0.33 -1.91 1.57
C -1.19 -0.77 2.04
C -1.76 -0.73 3.32
C -2.58 0.32 3.67
C -2.82 1.33 2.74
C -2.21 1.23 1.51
N -1.42 0.21 1.17
Si -1.35 -3.52 1.75
C -1.38 -4.21 3.50
C -3.11 -3.14 1.23
C -0.74 -4.91 0.64
Si 1.34 -1.91 2.49
C 2.46 -0.59 1.82
C 1.12 -1.53 4.31
C 2.21 -3.57 2.37
H 1.52 -3.05 -2.19
H 1.36 -3.88 -0.63
H 2.43 -2.46 -0.78
H 3.19 0.92 -1.11
H 4.12 2.90 0.05
H 2.54 4.45 1.22
H 0.12 3.94 1.13
H 1.76 2.38 -3.63
H 0.12 1.96 -4.16
H 1.53 1.47 -5.12
H 3.77 0.24 -2.99
H 3.27 -0.71 -4.37
H 3.31 -1.45 -2.77
H -0.81 -1.00 -4.12
H 0.30 -2.28 -3.67
H 0.61 -1.35 -5.12
H -1.56 -1.53 4.03
H -3.04 0.35 4.65
H -3.47 2.17 2.97
H -2.34 1.99 0.74
H -2.08 -3.68 4.14
H -0.40 -4.21 3.98
H -1.72 -5.25 3.45
H -3.56 -2.36 1.84
H -3.73 -4.04 1.32
H -3.15 -2.81 0.19
H 0.28 -5.22 0.86
H -0.82 -4.68 -0.42
H -1.39 -5.77 0.82
H 2.00 0.40 1.89
H 2.73 -0.75 0.77
H 3.39 -0.57 2.40
H 0.73 -0.52 4.47
H 2.10 -1.58 4.79
H 0.46 -2.23 4.84
H 2.46 -3.85 1.35
H 1.63 -4.38 2.82
H 3.15 -3.50 2.93
S -3.86 0.57 -2.03
C -3.26 2.16 -2.21
N -1.96 2.35 -2.30
C -1.62 3.70 -2.27
C -0.34 4.24 -2.31
C -0.19 5.61 -2.29
C -1.30 6.46 -2.25
C -2.58 5.93 -2.22
C -2.73 4.55 -2.22
S -4.20 3.63 -2.16
H 0.52 3.58 -2.33
H 0.81 6.04 -2.31
H -1.16 7.53 -2.25
H -3.44 6.58 -2.19



Record 2
Entry from the OMol25 dataset: a structure of composition C29H43BFN3O7PPb (ωB97M-V/def2-TZVPD).

Calculated values
- multiplicity = 1
- total charge = +3
- HOMO-LUMO gap (eV) = 8.0527
- HOMO (eV) = -15.85

Geometry (Å):
Pb -0.60 0.64 1.67
C -3.69 -0.12 0.94
C -3.77 1.10 1.84
O -2.72 0.99 2.81
C -2.58 1.94 3.88
C -1.39 1.51 4.72
O -0.18 1.56 3.93
C 0.95 0.86 4.51
C 2.10 0.82 3.50
O 1.66 0.34 2.20
C 2.36 -0.65 1.43
C 1.42 -1.72 0.88
O 0.31 -1.12 0.17
C -0.81 -2.02 -0.02
C -2.03 -1.26 -0.54
O -2.40 -0.12 0.25
H -4.49 -0.07 0.19
H -3.78 -1.04 1.52
H -4.75 1.14 2.32
H -3.63 2.02 1.26
H -3.48 1.94 4.51
H -2.44 2.95 3.48
H -1.54 0.49 5.10
H -1.29 2.18 5.58
H 0.64 -0.14 4.80
H 1.30 1.40 5.39
H 2.89 0.17 3.89
H 2.50 1.82 3.35
H 3.13 -1.14 2.03
H 2.85 -0.12 0.60
H 1.04 -2.34 1.69
H 1.99 -2.35 0.20
H -1.02 -2.55 0.91
H -0.54 -2.77 -0.76
H -2.86 -1.97 -0.61
H -1.82 -0.88 -1.54
F 1.35 4.26 -4.00
C 0.91 3.88 -2.79
C 1.83 3.70 -1.78
C 1.37 3.29 -0.54
C 0.02 3.06 -0.33
C -0.48 2.75 1.04
C -0.88 3.24 -1.37
C -0.44 3.67 -2.61
H 2.88 3.91 -1.96
H 2.08 3.17 0.27
H -1.51 3.07 1.20
H 0.16 3.12 1.84
H -1.94 3.09 -1.21
H -1.13 3.86 -3.43
C 3.24 -0.52 -5.89
N 2.10 -1.43 -5.39
C 0.80 -0.97 -6.06
N 0.57 0.40 -5.82
C 1.69 1.21 -6.31
N 2.94 0.84 -5.65
C 2.96 1.19 -4.23
P 1.63 0.35 -3.23
C 1.99 -1.37 -3.89
C 0.24 0.70 -4.43
H 3.33 -0.72 -6.96
H 4.15 -0.84 -5.38
H 2.30 -2.39 -5.67
H 0.00 -1.59 -5.66
H 0.93 -1.17 -7.13
H 1.49 2.26 -6.12
H 1.80 1.07 -7.38
H 2.83 2.27 -4.14
H 3.94 0.96 -3.81
H 1.22 -2.07 -3.59
H 2.94 -1.72 -3.48
H 0.00 1.76 -4.36
H -0.66 0.16 -4.14
O -0.06 -1.91 3.61
B -1.03 -1.25 2.92
O -2.26 -1.84 3.02
C -2.05 -2.96 3.85
C -2.97 -3.89 4.27
C -2.46 -4.89 5.10
C -1.12 -4.94 5.46
C -0.21 -3.98 5.02
C -0.72 -3.00 4.21
H -4.01 -3.85 4.00
H -3.13 -5.66 5.46
H -0.78 -5.73 6.11
H 0.84 -4.01 5.31



Record 3
Entry from the OMol25 dataset: a structure of composition C29H43Br2GeN2O5Si3W (ωB97M-V/def2-TZVPD).

Calculated values
- multiplicity = 4
- expectation value of S² = 3.78
- total charge = +2
- HOMO-LUMO gap (alpha / beta) (eV) = 6.3285 / 3.0817
- HOMO (alpha / beta) (eV) = -13.22 / -13.03

Geometry (Å):
W 12.63 8.61 14.51
C 7.92 13.54 11.12
O 9.00 13.03 12.05
C 9.18 11.76 12.38
C 8.10 10.87 12.39
C 8.28 9.64 13.04
C 9.43 9.27 13.81
C 9.60 8.01 14.41
C 8.47 7.03 14.50
O 10.78 7.68 14.84
C 10.36 10.36 14.03
O 11.41 10.24 14.83
C 10.29 11.50 13.23
H 8.11 14.62 11.18
H 7.00 13.19 11.53
H 8.06 13.15 10.08
H 7.22 11.10 11.84
H 7.39 8.95 13.02
H 7.72 7.53 15.20
H 8.86 6.06 14.91
H 8.00 6.99 13.51
H 10.99 12.33 13.26
C 10.00 10.04 18.05
Si 11.12 8.51 18.49
C 10.37 6.85 18.22
C 11.44 8.50 20.35
Ge 13.17 8.50 17.12
Si 14.40 6.67 18.14
C 13.88 4.94 17.53
C 14.78 6.48 19.98
C 15.99 6.90 17.22
Si 14.18 10.64 18.11
C 16.05 10.86 17.67
C 13.96 11.08 19.88
C 13.17 11.99 17.10
H 8.92 9.88 18.18
H 10.16 10.31 17.02
H 10.31 10.85 18.74
H 9.30 6.95 17.95
H 10.49 6.17 19.07
H 10.85 6.31 17.40
H 11.83 9.46 20.74
H 12.06 7.67 20.68
H 10.47 8.48 20.84
H 13.06 4.56 18.16
H 14.79 4.35 17.62
H 13.44 4.91 16.54
H 15.24 5.43 19.93
H 13.99 6.51 20.76
H 15.58 7.11 20.39
H 16.61 6.00 17.01
H 16.56 7.61 17.81
H 15.75 7.35 16.22
H 16.67 10.48 18.43
H 16.30 11.93 17.59
H 16.35 10.39 16.70
H 12.88 11.36 20.14
H 14.51 12.01 20.12
H 14.26 10.32 20.61
H 12.60 11.63 16.26
H 13.91 12.80 16.84
H 12.48 12.38 17.87
Br 13.92 6.47 14.34
C 14.46 9.62 14.13
C 15.88 9.41 14.23
C 16.67 10.47 13.85
C 16.09 11.69 13.47
C 14.74 11.76 13.33
N 14.03 10.64 13.45
H 16.28 8.49 14.61
H 17.73 10.35 13.82
H 16.68 12.59 13.38
H 14.17 12.67 13.00
Br 10.98 6.66 6.54
C 12.09 7.47 7.81
C 13.34 8.08 7.62
N 14.01 8.44 8.67
C 13.67 8.28 9.95
C 12.37 7.85 10.18
C 11.62 7.38 9.10
C 11.96 7.60 11.66
O 12.39 8.53 12.49
O 11.33 6.57 11.94
H 13.78 8.21 6.62
H 14.40 8.44 10.77
H 10.66 6.93 9.24



| no. | calculated total energy (Eh) | F_max (Eh/bohr) |
| --- | --- | --- |
| 1 | -3327.61866 | 0.0104 |
| 2 | -2479.79796 | 0.0197 |
| 3 | -9776.43396 | 0.0631 |